# 1
A 9-piece molecular cluster, C46H113ClN7O6 overall. Source: the Open Molecules 2025 dataset; level of theory: ωB97M-V/def2-TZVPD.

As for the charge: +5. For the LUMO energy, the calculation gives -8.51 eV. The calculation puts the energy at -84726.0715 eV. The calculation puts the HOMO energy at -17.420 eV.

Each line ends with the Löwdin charge.
Cartesian coordinates (Å):
C  2.793  -6.418  3.219  -0.012
N  2.770  -7.620  2.382  -0.356
C  3.100  -8.899  3.204  0.064
C  1.416  -7.932  1.790  0.010
C  3.768  -7.497  1.217  -0.071
C  3.437  -6.499  0.083  -0.205
O  3.487  -5.173  0.593  -0.074
H  2.707  -5.591  2.518  0.087
H  3.799  -6.357  3.673  0.124
H  2.056  -6.368  4.028  0.116
H  2.245  -9.051  3.846  0.109
H  3.942  -8.582  3.809  0.111
H  3.290  -9.722  2.522  0.117
H  1.086  -7.191  1.025  0.111
H  0.712  -8.002  2.630  0.117
H  1.428  -8.916  1.330  0.117
H  3.865  -8.503  0.863  0.131
H  4.691  -7.091  1.668  0.150
H  2.478  -6.693  -0.380  0.112
H  4.175  -6.782  -0.692  0.145
H  4.394  -4.979  0.852  0.111
C  0.529  -0.540  0.956  0.021
N  1.064  -1.166  -0.295  -0.353
C  1.931  -2.281  0.017  -0.024
C  -0.004  -1.738  -1.075  -0.034
C  1.790  -0.126  -1.111  -0.132
C  3.136  0.434  -0.714  -0.206
O  3.097  1.245  0.481  -0.161
H  0.225  0.489  0.769  0.099
H  1.195  -0.570  1.785  0.034
H  -0.340  -1.168  1.257  0.118
H  2.690  -1.942  0.762  0.120
H  2.393  -2.762  -0.867  0.127
H  1.342  -3.025  0.521  0.098
H  -0.470  -2.537  -0.484  0.114
H  0.354  -2.210  -1.950  0.094
H  -0.803  -1.014  -1.341  0.119
H  1.237  0.773  -1.296  0.038
H  1.930  -0.656  -2.077  0.129
H  3.329  1.157  -1.474  0.108
H  3.962  -0.292  -0.722  0.127
H  3.016  0.638  1.362  0.056
C  -5.077  4.399  1.007  -0.018
N  -4.055  3.608  0.335  -0.364
C  -2.823  3.753  1.150  -0.012
C  -4.551  2.200  0.220  0.029
C  -3.829  4.272  -1.036  -0.102
C  -5.026  4.614  -1.850  -0.262
O  -5.818  3.545  -2.202  -0.049
H  -6.006  4.256  0.442  0.112
H  -4.729  5.418  1.045  0.119
H  -5.341  3.973  1.994  0.136
H  -2.903  4.703  1.692  0.105
H  -1.944  3.707  0.499  0.059
H  -2.744  2.968  1.908  0.115
H  -5.441  2.226  -0.426  0.101
H  -4.796  1.834  1.234  0.121
H  -3.715  1.673  -0.196  0.086
H  -3.188  3.614  -1.618  0.055
H  -3.265  5.148  -0.719  0.131
H  -4.497  5.058  -2.697  0.142
H  -5.674  5.397  -1.422  0.142
H  -6.750  3.778  -2.217  0.115
C  4.808  -0.922  -6.450  0.008
N  3.439  -0.334  -6.592  -0.370
C  3.228  -0.044  -8.008  0.001
C  2.398  -1.401  -6.197  0.043
C  3.362  0.864  -5.700  -0.102
C  1.965  1.442  -5.474  -0.185
O  1.414  0.733  -4.359  -0.113
H  4.964  -1.195  -5.387  0.119
H  5.633  -0.285  -6.756  0.126
H  4.806  -1.878  -6.982  0.116
H  3.673  0.897  -8.339  0.132
H  2.172  0.004  -8.251  0.110
H  3.645  -0.871  -8.559  0.116
H  2.441  -1.623  -5.141  0.102
H  2.559  -2.298  -6.776  0.111
H  1.447  -0.969  -6.532  0.105
H  3.995  1.540  -6.268  0.138
H  3.873  0.644  -4.753  0.142
H  1.370  1.205  -6.360  0.116
H  2.061  2.526  -5.301  0.145
H  0.773  1.264  -3.839  0.029
C  -3.130  1.048  -4.903  -0.097
C  -4.593  0.982  -4.494  -0.260
C  -5.284  0.112  -5.523  -0.127
N  -6.781  -0.005  -5.290  -0.291
C  -7.090  -0.344  -3.890  0.030
C  -7.326  -0.906  -6.294  -0.141
C  -8.802  -0.578  -6.383  -0.120
C  -8.875  0.931  -5.998  -0.118
C  -7.445  1.356  -5.620  -0.064
H  -2.762  0.046  -4.990  0.069
H  -2.590  1.549  -4.104  0.017
H  -3.027  1.626  -5.832  0.095
H  -5.048  2.001  -4.382  0.115
H  -4.614  0.595  -3.467  0.108
H  -4.802  -0.887  -5.475  0.155
H  -5.226  0.575  -6.528  0.147
H  -6.653  0.433  -3.289  0.085
H  -6.718  -1.341  -3.663  0.125
H  -8.161  -0.384  -3.723  0.119
H  -7.228  -1.958  -5.958  0.157
H  -6.849  -0.783  -7.258  0.145
H  -9.408  -1.236  -5.730  0.133
H  -9.038  -0.716  -7.425  0.121
H  -9.617  1.058  -5.199  0.122
H  -9.243  1.553  -6.804  0.121
H  -7.296  2.072  -4.770  0.136
H  -6.917  1.820  -6.454  0.138
C  -1.084  -3.485  9.558  -0.078
C  0.137  -2.679  9.049  -0.231
C  -0.177  -2.063  7.673  -0.113
N  1.039  -1.674  6.854  -0.256
C  1.572  -0.328  7.329  0.037
C  0.705  -1.691  5.431  -0.129
C  1.359  -2.912  4.797  -0.145
C  1.884  -3.712  5.997  -0.156
C  2.231  -2.642  6.995  -0.087
H  -1.276  -4.207  8.762  0.072
H  -1.967  -2.847  9.740  0.093
H  -0.705  -4.026  10.446  0.096
H  0.965  -3.429  9.066  0.110
H  0.402  -1.908  9.783  0.121
H  -0.840  -1.183  7.768  0.152
H  -0.640  -2.828  7.074  0.118
H  2.388  0.022  6.748  0.090
H  2.027  -0.444  8.329  0.123
H  0.769  0.377  7.494  0.108
H  1.083  -0.743  5.008  0.125
H  -0.387  -1.522  5.350  0.142
H  2.232  -2.711  4.225  0.071
H  0.632  -3.519  4.215  0.122
H  2.867  -4.116  5.725  0.122
H  1.228  -4.490  6.415  0.125
H  3.062  -2.069  6.549  0.131
H  2.421  -2.933  8.027  0.129
C  -0.740  6.965  0.868  -0.097
C  0.367  6.230  1.509  -0.231
C  1.132  5.593  0.404  -0.141
N  2.375  4.922  0.931  -0.273
C  1.891  3.667  1.617  0.027
C  3.192  5.732  1.885  -0.088
C  4.538  5.028  1.795  -0.131
C  4.637  4.309  0.421  -0.125
C  3.306  4.661  -0.246  -0.074
H  -1.386  7.486  1.561  0.090
H  -1.473  6.397  0.302  0.055
H  -0.376  7.755  0.213  0.102
H  0.122  5.530  2.297  0.108
H  1.005  7.021  1.907  0.125
H  1.460  6.318  -0.299  0.130
H  0.702  4.807  -0.167  0.107
H  2.776  3.162  2.019  0.088
H  1.471  2.919  0.913  0.102
H  1.188  3.967  2.396  0.098
H  2.662  5.663  2.837  0.140
H  3.218  6.781  1.588  0.149
H  4.712  4.341  2.616  0.106
H  5.426  5.702  1.823  0.138
H  4.684  3.229  0.560  0.091
H  5.519  4.684  -0.151  0.137
H  2.899  3.984  -0.983  0.134
H  3.364  5.687  -0.632  0.140
C  4.738  0.716  3.255  0.013
C  3.627  -0.330  3.429  -0.651
O  2.658  -0.204  2.571  -0.140
O  3.645  -1.051  4.400  0.024
H  5.270  0.557  2.330  0.075
H  5.477  0.600  4.007  0.073
H  4.282  1.703  3.138  0.066
Cl  -0.869  2.328  -1.876  -0.333

---

# 2
A 2-piece molecular cluster, C4H10O3S overall. Source: the Open Molecules 2025 dataset; level of theory: ωB97M-V/def2-TZVPD.

Its SMILES is O=C(O)CCCS.O. As for the relative energy (zero: lowest compared OMol25 entry of this formula, charge and spin): 1.3514 eV. For the LUMO energy, the calculation gives 0.51 eV. The calculation puts the energy at -21287.0356 eV. The calculation puts the HOMO energy at -9.319 eV.

Each line ends with the Löwdin charge.
Cartesian coordinates (Å):
O  -0.934  -0.375  2.311  0.080
C  0.163  -0.064  1.886  -0.571
O  1.270  -0.331  2.575  0.117
C  0.457  0.699  0.697  -0.107
C  0.827  -0.218  -0.569  -0.292
C  0.247  0.275  -1.829  -0.537
S  1.311  -0.394  -3.218  0.712
H  1.017  -0.892  3.359  0.159
H  -0.515  1.294  0.311  0.156
H  1.390  1.466  0.752  0.176
H  0.348  -1.203  -0.355  0.121
H  2.013  -0.376  -0.658  0.136
H  -0.719  0.193  -1.952  0.018
H  0.327  1.358  -1.915  0.081
H  0.775  -1.564  -3.468  -0.181
O  -2.836  0.371  0.550  -0.064
H  -2.918  -0.461  0.185  -0.019
H  -2.223  0.221  1.335  0.016

---

# 3
One molecule with the formula CH4O. Source: the Open Molecules 2025 dataset; level of theory: ωB97M-V/def2-TZVPD.

Its SMILES is CO. As for the relative energy (zero: lowest compared OMol25 entry of this formula, charge and spin): 0.5713 eV. For the LUMO energy, the calculation gives 1.00 eV. The calculation puts the energy at -3148.2414 eV. The calculation puts the HOMO energy at -10.257 eV.

Each line ends with the Löwdin charge.
Cartesian coordinates (Å):
C  -0.147  0.227  -0.294  -0.234
O  0.213  -0.125  0.960  -0.144
H  0.302  1.235  -0.374  0.085
H  0.439  -0.372  -1.131  0.104
H  -1.217  0.059  -0.486  0.074
H  0.411  -1.025  1.324  0.115

---

# 4
One molecule with the formula C2H6NO2P. Source: the Open Molecules 2025 dataset; level of theory: ωB97M-V/def2-TZVPD.

As for the relative energy (zero: lowest compared OMol25 entry of this formula, charge and spin): 0.8618 eV. For the LUMO energy (alpha / beta), the calculation gives 0.87 / -1.35 eV. Its multiplicity is 3. The calculation puts the energy at -17040.8450 eV. The calculation puts the HOMO energy (alpha / beta) at -5.290 / -10.011 eV.

Each line ends with the Mulliken spin population.
Cartesian coordinates (Å):
C  0.955  -1.512  0.330  -0.026
C  0.213  -1.410  -0.944  0.925
N  -0.423  1.952  0.113  0.251
O  -2.183  -0.036  0.044  0.078
O  0.207  -0.556  1.067  0.025
P  -0.720  -0.194  -0.193  0.757
H  0.527  -2.469  0.763  0.077
H  2.040  -1.562  0.381  0.017
H  0.626  -1.449  -1.966  0.015
H  -0.209  2.241  1.065  -0.019
H  -1.346  2.524  -0.240  -0.018
H  0.312  2.469  -0.421  -0.082